(1)
{
  "formula": "C4H8K3NO9S",
  "method": "the ωB97M-V functional and the def2-TZVPD basis",
  "symbols": ["K", "K", "K", "O", "C", "O", "O", "H", "C", "N", "O", "O", "H", "H", "H", "C", "C", "O", "S", "O", "O", "O", "H", "H", "H", "H"],
  "positions_angstrom": [[3.87378, -1.66574, -0.43900], [3.43408, -0.23067, 4.17128], [0.82914, 3.65640, 3.60845], [2.04631, 0.79382, -0.38079], [2.22614, 0.90610, 0.95548], [3.11909, 0.23804, 1.52442], [1.37090, 1.64121, 1.51123], [1.37462, 1.51354, -0.29119], [-0.64971, 3.99559, -0.73391], [-1.62205, 2.86453, -0.68100], [-2.70382, 3.02084, -1.19067], [-1.29686, 1.84458, -0.09205], [0.18429, 3.76866, -1.39781], [-0.35680, 4.15936, 0.30036], [-1.08735, 4.84555, -1.25221], [-1.04446, -3.95349, -0.59674], [-1.59194, -3.01685, 0.46538], [-1.12766, -1.73929, 0.09828], [-0.40959, -1.65680, -1.38018], [1.01635, -1.75577, -1.18036], [-0.97663, -0.61953, -2.18093], [-1.02145, -3.14420, -1.76237], [-1.59012, -4.86903, -0.81342], [-0.09277, -4.32770, -0.20676], [-1.22114, -3.21550, 1.47002], [-2.68234, -3.05366, 0.47448]],
  "gap_ev": 8.5,
  "charge": 2,
  "e_homo_ev": -15.08
}

***

(2)
{
  "formula": "C22H36O3P2Pd",
  "method": "the ωB97M-V functional and the def2-TZVPD basis",
  "symbols": ["P", "P", "C", "C", "H", "H", "H", "H", "C", "H", "H", "H", "C", "H", "H", "H", "C", "H", "H", "H", "C", "H", "H", "H", "Pd", "C", "C", "C", "C", "C", "C", "C", "C", "C", "H", "H", "H", "H", "H", "H", "H", "H", "H", "H", "H", "H", "H", "H", "H", "O", "C", "C", "C", "C", "C", "C", "C", "O", "O", "H", "H", "H", "H", "H"],
  "positions_angstrom": [[1.72455, 1.20449, -1.85214], [1.80952, -0.68211, -2.93906], [4.01050, 0.74774, -3.05743], [3.38972, -0.43791, -3.78179], [4.88176, 0.37856, -2.42169], [4.31150, 1.59302, -3.67854], [3.23256, -0.24075, -4.84408], [4.02446, -1.33875, -3.68067], [1.60034, -2.35843, -2.32658], [0.65414, -2.46628, -1.78240], [2.44842, -2.53220, -1.64295], [1.61167, -3.10673, -3.13442], [0.30516, -0.33249, -3.86936], [0.15731, -0.90860, -4.78798], [0.23311, 0.73140, -4.13843], [-0.53705, -0.56423, -3.20831], [5.62903, 1.19856, -0.07314], [5.60385, 2.08555, 0.58463], [6.29217, 1.27306, -0.94101], [5.91964, 0.29876, 0.54416], [1.27091, 2.61616, -2.96313], [0.17325, 2.61546, -3.14554], [1.80544, 2.60935, -3.92866], [1.52949, 3.51926, -2.37383], [3.72645, 1.04367, -1.13394], [-3.87325, -1.99205, 1.04636], [-3.34098, -3.23120, 1.03366], [-1.89779, -3.64357, 1.11850], [-0.93475, -2.58684, 1.64904], [-0.43718, -1.67291, 0.58869], [-1.08172, -1.01186, -0.37445], [-2.45037, -1.32029, -0.93377], [-3.58647, -0.92078, 0.00972], [2.67700, 2.62783, -0.09638], [-4.66297, -1.76138, 1.77839], [-4.03007, -4.09051, 1.08320], [-1.47779, -4.09347, 0.21243], [-1.90872, -4.40847, 1.90087], [-1.41468, -2.00928, 2.44993], [-0.03098, -3.03123, 2.10850], [0.61344, -1.35600, 0.70478], [-0.59976, -0.07653, -0.73471], [-2.56674, -2.40789, -1.14627], [-2.57665, -0.78898, -1.89520], [-3.41226, 0.08334, 0.41964], [-4.47671, -0.78910, -0.61436], [1.59226, 2.47570, 0.11324], [2.82472, 3.49404, -0.75596], [3.21532, 2.74913, 0.86147], [-3.29968, 2.49262, 1.86373], [-2.87528, 1.99997, 2.98708], [-3.76492, 1.92213, 4.09593], [-3.33247, 1.37188, 5.28870], [-2.00805, 0.91690, 5.44982], [-1.12248, 0.96678, 4.36787], [-1.52692, 1.49762, 3.14986], [-0.63453, 1.50264, 1.94006], [0.46529, 0.93937, 1.96955], [-1.13317, 2.09612, 0.86738], [-2.20445, 2.41459, 1.16387], [-4.77657, 2.29381, 3.96627], [-4.01421, 1.27807, 6.12131], [-1.64958, 0.51515, 6.39140], [-0.09378, 0.60812, 4.42614]],
  "gap_ev": [5.1, 2.9],
  "charge": 0,
  "e_homo_ev": [-6.26, -6.26],
  "multiplicity": 3,
  "s2": 2.01
}

***

(3)
{
  "formula": "C17H40N3O8P",
  "method": "the ωB97M-V functional and the def2-TZVPD basis",
  "symbols": ["C", "C", "C", "O", "C", "C", "N", "P", "O", "O", "O", "H", "H", "H", "H", "H", "H", "H", "H", "H", "H", "C", "O", "C", "C", "N", "C", "C", "O", "C", "H", "H", "H", "H", "H", "H", "H", "H", "H", "H", "H", "H", "H", "H", "H", "C", "O", "C", "C", "N", "C", "C", "O", "C", "H", "H", "H", "H", "H", "H", "H", "H", "H", "H", "H", "H", "H", "H", "H"],
  "positions_angstrom": [[5.46342, 1.47239, 5.97681], [4.67151, 1.84639, 4.85020], [3.58100, 2.27809, 3.66080], [2.23547, 2.08015, 4.22128], [1.24140, 1.75389, 3.17655], [-0.07581, 1.13674, 4.00194], [-0.63444, -0.12498, 3.35735], [-1.45825, 2.42136, 4.29379], [-1.37464, 3.00287, 5.79530], [-1.40424, 3.81307, 3.24308], [-3.03584, 1.65243, 4.17489], [5.78560, 0.95590, 7.00361], [3.78151, 3.43543, 3.45254], [3.80929, 1.67282, 2.68570], [0.93362, 2.71955, 2.55343], [1.69894, 0.99275, 2.41272], [0.33696, 0.79675, 5.06514], [-0.96509, -0.70344, 4.18755], [0.11917, -0.71577, 2.93021], [-0.72751, 4.47723, 3.61491], [-3.23229, 1.27136, 5.10066], [-0.74608, -4.10102, -1.47574], [0.59052, -4.56355, -1.61644], [1.21623, -4.13948, -2.83414], [2.28884, -3.07195, -2.55756], [1.68700, -1.79827, -2.14910], [2.64567, -0.83847, -1.58962], [3.41776, -1.25169, -0.31934], [2.60577, -1.35706, 0.85164], [1.90616, -2.58655, 0.97640], [-1.20774, -4.64576, -0.64728], [-0.76669, -3.03784, -1.23041], [-1.33094, -4.28721, -2.38188], [0.48764, -3.79901, -3.57893], [1.71581, -5.02389, -3.24581], [2.88288, -2.91361, -3.46376], [2.94861, -3.46697, -1.78113], [0.97553, -1.97749, -1.44360], [2.07292, 0.06730, -1.35432], [3.36134, -0.56192, -2.37208], [4.13384, -0.45529, -0.10926], [4.01603, -2.15649, -0.46248], [2.46719, -3.43205, 0.56790], [0.92831, -2.50556, 0.49910], [1.72853, -2.77366, 2.03857], [-3.18710, 2.60588, -4.66330], [-2.28107, 2.94133, -3.62079], [-2.92995, 3.34826, -2.40938], [-2.78810, 2.26990, -1.32145], [-3.59471, 1.08458, -1.63090], [-3.27973, -0.08383, -0.80092], [-1.84416, -0.64542, -0.86606], [-1.50783, -1.25055, -2.11598], [-1.10789, -0.33605, -3.12613], [-2.61845, 2.52742, -5.59427], [-3.65684, 1.63897, -4.47517], [-3.95424, 3.37621, -4.78940], [-3.97804, 3.62484, -2.57217], [-2.40392, 4.24684, -2.06722], [-3.11106, 2.68237, -0.35983], [-1.72683, 2.02019, -1.24708], [-3.44673, 0.82622, -2.60424], [-3.96593, -0.87971, -1.11640], [-3.52834, 0.14929, 0.24060], [-1.78182, -1.44553, -0.12640], [-1.08812, 0.08855, -0.57149], [-0.56877, 0.52585, -2.72246], [-1.97902, -0.01295, -3.69822], [-0.44623, -0.86017, -3.82060]],
  "gap_ev": 8.8,
  "charge": 0,
  "e_homo_ev": -8.73
}

***

(4)
{
  "formula": "C6H21N10O8Pb2",
  "method": "the ωB97M-V functional and the def2-TZVPD basis",
  "symbols": ["Pb", "Pb", "O", "C", "O", "O", "H", "C", "O", "N", "N", "H", "H", "H", "H", "C", "O", "N", "N", "H", "H", "H", "H", "C", "O", "N", "N", "H", "H", "H", "H", "C", "O", "N", "N", "H", "H", "H", "H", "C", "O", "N", "N", "H", "H", "H", "H"],
  "positions_angstrom": [[-2.77292, 0.39098, -3.39263], [-2.24454, 2.30221, -0.47557], [0.23191, -0.69833, -1.06745], [-0.67146, 0.28551, -1.12837], [-1.58014, 0.34610, -2.00994], [-0.45426, 1.29369, -0.43522], [0.78292, -0.29551, -0.39238], [2.50218, 0.05233, 0.60270], [1.63652, 0.44060, -0.19455], [2.75447, 0.67986, 1.68158], [3.27125, -1.02060, 0.43539], [2.23351, 1.53922, 1.78252], [3.46706, 0.37294, 2.32820], [4.04885, -1.09486, 1.07563], [3.21618, -1.60295, -0.38799], [0.27224, 0.85944, 2.47051], [0.69717, 0.77465, 3.57058], [-0.36847, -0.07554, 1.78943], [0.47607, 1.86557, 1.70105], [-0.88210, 0.18033, 0.95827], [-0.89302, -0.72628, 2.35642], [0.07792, 1.96847, 0.77856], [0.72540, 2.72297, 2.17305], [-2.77752, -0.04293, 0.92001], [-2.30730, 1.01209, 0.96088], [-2.85246, -0.88137, -0.14965], [-3.52423, -0.62477, 1.76660], [-2.38887, -0.76886, -1.03988], [-3.48841, -1.66543, -0.18000], [-3.67650, 0.01715, 2.53136], [-3.73863, -1.60296, 1.63513], [-0.41017, -3.38985, -0.47780], [-0.59924, -4.56194, -0.43469], [-1.28406, -2.46764, -0.87811], [0.70674, -2.89879, 0.00301], [-1.03931, -1.49382, -0.76923], [-2.12813, -2.94124, -1.16685], [0.83975, -1.90378, 0.11411], [1.28607, -3.59017, 0.45742], [1.72813, 2.40259, -2.45038], [2.44198, 2.98454, -3.21123], [1.67189, 2.40150, -1.18756], [0.77742, 1.62158, -2.90179], [1.21974, 1.66437, -0.66571], [2.24190, 3.15868, -0.83848], [0.71045, 1.87805, -3.87639], [0.06405, 1.13218, -2.38057]],
  "gap_ev": 3.8,
  "charge": 3,
  "e_homo_ev": -17.73
}

***

no.,calculated total energy (eV)
1,-83991.525
2,-51587.933
3,-48407.960
4,-48298.186